Here is a structure of composition C35H48AsO3P3Ru in a non-equilibrium geometry from the Open Molecules 2025 dataset. Energies are from ωB97M-V/def2-TZVPD.

```
91
Properties=species:S:1:pos:R:3
P -4.00186 -1.25918 0.67749
C -2.80110 -0.51475 1.88756
H -3.32439 0.03633 2.67763
H -2.09972 0.16576 1.37139
H -2.20694 -1.32786 2.32411
C -5.51556 -1.70055 1.68319
H -6.32779 -1.70595 0.92958
H -5.79521 -0.96490 2.46139
H -5.37296 -2.70615 2.09686
C -3.08215 -2.88985 0.46283
H -3.35819 -3.59508 1.26373
H -1.97889 -2.79147 0.41341
H -3.40115 -3.24780 -0.53084
P 3.47863 -3.12316 -3.21852
C 4.38840 -2.65166 -1.73248
H 5.38789 -3.11355 -1.84319
H 3.85376 -3.03237 -0.84894
H 4.41905 -1.55526 -1.65075
C 3.99084 -4.87522 -3.32528
H 3.43091 -5.33695 -4.16013
H 3.65651 -5.36519 -2.39709
H 5.08417 -4.86373 -3.43106
C 4.17461 -2.02118 -4.48608
H 5.23956 -2.26899 -4.62121
H 4.02294 -0.98891 -4.13979
H 3.60498 -2.13565 -5.41596
P -0.91664 2.36814 -2.42954
C -0.03629 3.27993 -1.15774
H -0.47165 4.29420 -1.11355
H 1.03070 3.33659 -1.42249
H -0.17492 2.75250 -0.16388
C -0.63468 3.26207 -3.99246
H -1.07271 4.26865 -3.85484
H -1.09516 2.75551 -4.86826
H 0.45514 3.38935 -4.16727
C -2.57500 2.05061 -1.69077
H -3.26192 2.85318 -2.01435
H -2.46413 2.04418 -0.58542
H -2.92089 1.05385 -2.02942
Ru -1.04906 -2.53205 -3.26961
C -0.13671 -2.88239 -1.43739
O 0.24928 -3.28576 -0.40833
C -0.23175 0.63880 -2.31275
O 0.52421 -0.04648 -1.69505
C -0.91297 -2.02904 -5.33860
C -2.07285 -1.51407 -4.71509
C -2.87888 -2.31105 -3.88492
C -2.53287 -3.69758 -3.81787
C -1.30093 -4.19655 -4.30853
C -0.40914 -3.30574 -4.95596
H -0.30615 -1.38912 -6.03262
H -2.26477 -0.44042 -4.83991
H -3.61434 -1.83503 -3.23401
H -3.14340 -4.35894 -3.21553
H -0.92981 -5.19261 -4.08850
H 0.63406 -3.54647 -5.15809
O -0.45210 1.65294 1.08919
As 0.36686 1.91380 2.55231
C 1.90084 3.04735 2.18083
C 1.70298 4.37911 1.78770
C 2.78893 5.13718 1.32708
C 4.07579 4.59285 1.31882
C 4.28020 3.27575 1.75941
C 3.19571 2.50041 2.19543
C -0.87765 2.60253 3.87140
C -0.85264 3.96273 4.20922
C -1.84022 4.49565 5.04313
C -2.82882 3.65825 5.57647
C -2.81637 2.29368 5.28616
C -1.82605 1.74896 4.45443
C 0.94736 0.14991 3.14000
C 1.01608 -0.90563 2.19713
C 1.49484 -2.16138 2.61560
C 1.88131 -2.34343 3.95499
C 1.79444 -1.27942 4.89163
C 1.28915 -0.03828 4.48769
H 0.70055 4.81448 1.82603
H 2.60984 6.15550 0.97015
H 4.91475 5.19106 0.96506
H 5.28486 2.85146 1.75097
H 3.34927 1.47158 2.53785
H -0.04326 4.60207 3.82230
H -1.83079 5.55255 5.27080
H -3.60008 4.07349 6.22053
H -3.58491 1.62850 5.71179
H -1.79410 0.68431 4.26504
H 0.70566 -0.74346 1.15618
H 1.55594 -2.97756 1.88538
H 2.25521 -3.31615 4.27525
H 2.11193 -1.40337 5.94251
H 1.17240 0.78160 5.21643
```

Values from the calculation:
calculated total energy: -134454.0290 eV
E_HOMO (spin up / spin down): -0.615 / -0.616 hartree
HOMO-LUMO gap (spin up / spin down): 2.227 / 2.385 eV
LUMO (spin up / spin down): -14.52 / -14.37 eV
maximum force: 0.23376 hartree/bohr
M: 785.68 g/mol
total charge: +4
2S+1: 5

Atom charges from the Löwdin analysis, given in e for atoms 1 to 5: 0.900 -0.294 0.037 -0.005 0.048

=====

Here is a structure of composition C35H48BiNO5 in a non-equilibrium geometry from the Open Molecules 2025 dataset. Energies are from ωB97M-V/def2-TZVPD.

```
90
Properties=species:S:1:pos:R:3
C 0.37076 -0.55792 -6.25788
C 0.11588 -1.13875 -4.87047
C -0.02796 0.92237 -6.22822
C -0.90884 1.15129 -4.96153
H -0.56374 1.14524 -7.15295
H 0.86960 1.54217 -6.20370
C -1.05631 -0.33526 -4.33052
H 1.01809 -1.02689 -4.24026
H -0.15911 -2.20612 -4.92168
C -1.45701 -0.82520 -2.91564
H -1.93783 -0.67936 -4.90510
H -1.91048 1.45039 -5.30505
C -0.41974 2.22369 -4.11942
C 1.79807 -0.81773 -6.69324
C -0.39591 -1.28536 -7.37946
O -0.96140 -0.72808 -8.29858
O 2.74186 -1.00795 -5.94330
O 1.90400 -0.85884 -8.03096
O -0.36669 -2.62800 -7.28792
C -0.96538 -3.24019 -8.43966
H -0.84445 -4.31162 -8.30374
H -0.44712 -2.89650 -9.34139
H -2.02520 -2.97092 -8.50682
C 3.22736 -1.14828 -8.48135
H 3.94736 -0.45383 -8.02568
H 3.18598 -1.02896 -9.56465
H 3.49841 -2.18122 -8.21596
O -0.56935 -0.69511 -1.80743
H -1.53060 -1.92400 -3.02318
H -2.45682 -0.42761 -2.65988
C -1.35061 3.10900 -3.41350
C 1.00618 2.18224 -3.74019
H 1.60508 2.86379 -4.37039
H 1.43970 1.16748 -3.79946
H 1.15660 2.50396 -2.69565
H -0.93948 3.39893 -2.43197
H -2.32704 2.62660 -3.21699
H -1.53750 4.03333 -3.98650
Bi -0.58074 0.69397 -0.29818
C -2.46114 0.29374 2.35719
C -2.97995 0.27893 1.03609
C -2.50682 -0.93463 0.40005
H -3.67697 0.98243 0.58031
C -1.66056 -1.61009 1.34407
C -1.66268 -0.85967 2.53882
H -1.16584 -1.14086 3.46938
H -2.71724 1.01024 3.13929
H -2.89649 -1.35877 -0.52547
H -1.17496 -2.57340 1.17744
C 1.92299 0.79989 1.14744
C 1.75635 -0.31116 1.99906
C 1.62952 -1.48290 1.20790
H 1.73728 -0.29698 3.08860
C 1.66745 -1.12502 -0.14979
C 1.86650 0.31263 -0.22599
H 2.19411 0.85471 -1.11257
H 2.17662 1.81762 1.43740
H 1.56872 -2.49799 1.59771
H 1.69637 -1.80781 -1.00176
C -0.60474 2.39995 8.92585
C -0.45006 2.14737 7.45477
C -0.56510 3.21179 6.56129
C -0.41570 3.01860 5.18399
C -0.56492 4.19506 4.25139
C -0.12050 1.74794 4.70624
C 0.02698 0.60654 5.58139
C -0.18595 0.87221 6.97938
N 0.33074 -0.56468 5.01457
C 0.62211 -1.81190 5.74859
C 1.76116 -1.65259 6.75399
C -0.61841 -2.35036 6.45407
C 1.06777 -2.85802 4.72283
H 0.21821 3.01557 9.31385
H -1.53064 2.95149 9.13075
H -0.62396 1.45915 9.48615
H -0.78045 4.20881 6.94456
H -1.51066 4.72774 4.44731
H 0.24948 4.92725 4.39240
H -0.55478 3.86686 3.20117
H 0.01227 1.57861 3.62958
H -0.13908 0.04695 7.69338
H 1.51713 -0.94183 7.54453
H 1.96549 -2.62308 7.22019
H 2.67000 -1.31193 6.24431
H -1.41779 -2.52960 5.72771
H -0.37508 -3.29665 6.94596
H -0.98965 -1.65505 7.20646
H 1.96854 -2.53091 4.19318
H 1.28729 -3.80516 5.22892
H 0.29144 -3.04179 3.97451
```

Values from the calculation:
calculated total energy: -54636.3224 eV
E_HOMO (spin up / spin down): -0.006 / -0.005 hartree
HOMO-LUMO gap (spin up / spin down): 3.513 / 3.491 eV
LUMO (spin up / spin down): 3.34 / 3.34 eV
maximum force: 0.06239 hartree/bohr
M: 771.75 g/mol
total charge: -2
2S+1: 1

Atom charges from the Löwdin analysis, given in e for atoms 1 to 5: -0.250 -0.081 -0.038 -0.216 0.116